(1)
DFT (ωB97M-V/def2-TZVPD) results for a molecular structure, C19H16IN9RuSSe at a distorted geometry.

```
48
Properties=species:S:1:pos:R:3:forces:R:3
Ru -0.58821 -0.69293 0.29546 -1.300 0.397 -0.312
Se -5.01404 3.60812 4.73449 0.012 0.097 -0.013
N -4.56345 3.69047 3.03361 -0.246 0.426 -0.351
C -3.69544 2.75153 2.79272 0.264 -0.587 0.785
C -3.10901 2.48468 1.49999 0.170 -0.136 -0.166
C -3.29380 3.29013 0.36566 0.032 -0.123 -0.043
C -2.66839 2.94121 -0.82129 -0.093 0.043 0.138
C -1.90100 1.78952 -0.87457 -0.059 0.013 -0.214
N -1.71732 1.00553 0.19995 0.376 -0.234 0.085
C -2.27821 1.36952 1.38512 -0.139 0.221 0.156
C -1.90101 0.57765 2.52497 -0.160 0.230 0.190
N -0.99213 -0.41044 2.28966 0.127 -0.238 -0.431
C -0.57596 -1.16440 3.32160 0.038 -0.095 0.128
C -1.03715 -0.96428 4.61133 -0.021 0.041 0.040
C -1.95672 0.04093 4.86412 0.013 -0.017 -0.125
C -2.40277 0.84147 3.80140 0.230 -0.189 -0.116
C -3.34138 1.92950 3.94340 -0.314 0.528 -0.857
N -3.94453 2.25026 5.05125 0.077 -0.315 0.593
H -3.91166 4.17725 0.44270 -0.006 0.003 -0.020
H -2.77909 3.55644 -1.70338 0.016 -0.045 -0.038
H -1.43356 1.47869 -1.79876 0.027 -0.020 0.026
H 0.15180 -1.93538 3.11053 -0.031 -0.011 -0.045
H -0.66903 -1.59076 5.41212 0.010 -0.017 -0.020
H -2.33659 0.22510 5.86230 0.008 -0.004 0.011
C -4.98344 -3.85963 -1.25184 -0.103 0.313 0.072
C -3.51706 -3.98033 -0.82025 -0.215 -0.396 -0.089
C -2.61824 -2.99756 -1.47207 0.147 0.216 0.002
N -1.74735 -2.26251 -0.85345 -0.135 -0.188 0.235
N -1.03054 -1.40366 -1.64820 0.323 0.185 0.099
C -1.34726 -1.49326 -2.93433 -0.240 -0.144 0.086
N -0.81394 -0.78515 -3.91498 0.027 0.037 -0.092
S -2.59414 -2.69092 -3.18860 0.124 0.107 0.158
H -5.55131 -4.70510 -0.87279 0.043 -0.054 -0.030
H -5.09500 -3.83473 -2.33672 0.006 -0.120 -0.006
H -5.43812 -2.95404 -0.84820 0.033 0.006 -0.041
H -3.16637 -4.98670 -1.07655 0.098 0.069 -0.032
H -3.41288 -3.87551 0.25994 0.033 0.049 0.003
H -0.04028 -0.15764 -3.76411 0.033 0.007 0.063
H -1.08555 -0.93160 -4.87727 -0.039 -0.016 -0.007
I 5.35786 -2.11823 0.69968 -1.035 -0.120 -0.076
C 3.31193 -2.36071 0.55700 1.101 0.144 0.075
C 2.64511 -3.58152 0.40520 0.099 0.026 0.031
N 1.35056 -3.29939 0.37799 -0.036 -0.300 -0.003
N 1.10825 -1.97206 0.50528 0.892 0.495 0.127
C 2.29373 -1.38094 0.60941 0.033 -0.306 0.085
H 3.04168 -4.58495 0.32745 -0.138 -0.048 -0.006
H 0.59028 -3.96598 0.30315 -0.074 0.075 -0.032
H 2.39662 -0.31180 0.73501 -0.009 -0.007 -0.021
```
Forces are in eV/Å.

Values from the calculation:
orbital gap (spin up / spin down): 6.40 / 2.93 eV
energy relative to the best compared isomer or geometry (same formula, charge and spin): 32.7 kJ/mol
⟨S²⟩: 6.029
LUMO (spin up / spin down): -0.454 / -0.580 hartree
spin multiplicity: 5
charge: +4

(2)
DFT (ωB97M-V/def2-TZVPD) results for 22 unconnected molecules or ions with the total composition C72H109N24O32 at a distorted geometry.

```
237
Properties=species:S:1:pos:R:3:forces:R:3
C 4.83333 -8.43393 1.40119 -2.586 -0.062 0.916
C 6.17821 -7.93699 1.17987 2.223 -0.187 0.267
N 7.04548 -8.89503 0.43354 0.370 -0.580 -3.552
C 7.76795 -9.97191 0.95939 0.536 0.588 -3.389
C 8.32169 -10.58615 -0.17244 -0.672 -0.717 1.104
N 7.88143 -10.00805 -1.37027 0.450 -0.268 3.909
C 7.14302 -8.97876 -1.01252 -0.589 1.349 3.185
C 8.31719 -10.45816 -2.64754 -0.059 -0.190 -2.220
H 4.38251 -7.75672 2.12661 -0.034 0.327 0.094
H 4.78839 -9.37621 1.94725 0.328 -0.445 -0.471
H 4.11854 -8.40735 0.57871 0.330 -0.306 -0.348
H 6.61034 -7.85225 2.17695 0.490 -0.115 -0.055
H 6.24710 -6.91870 0.79719 -0.092 -0.239 -0.608
H 7.95630 -10.15427 2.00709 -0.210 -0.120 0.144
H 8.90702 -11.49193 -0.23017 0.158 0.021 0.079
H 6.81044 -8.17693 -1.65506 -0.255 -0.189 -0.019
H 7.73440 -11.26374 -3.09419 -0.711 0.114 0.542
H 9.30851 -10.91018 -2.68030 0.311 0.699 0.662
H 8.20565 -9.61781 -3.33271 0.383 -0.066 -0.115
C 12.54818 -14.26102 1.41600 1.903 -3.883 2.908
O 11.86008 -14.79130 2.32360 -2.630 0.619 3.505
O 13.77724 -14.21144 1.53615 3.157 1.943 0.161
O 12.01041 -14.18567 0.31948 -3.142 3.090 -7.141
C 3.18957 -13.25371 -3.06033 -0.005 -0.834 -1.528
C 1.85994 -13.05531 -3.41785 1.110 1.166 2.136
C 1.34166 -13.53311 -4.55434 -3.009 -1.172 -0.244
C 2.00265 -14.40130 -5.37466 2.086 -0.348 -1.251
C 3.34436 -14.69548 -5.09362 -1.705 0.831 1.528
C 3.87381 -14.13074 -3.91368 1.467 -0.074 -0.662
O 5.21286 -14.42597 -3.69541 -0.389 0.488 0.499
O -0.02499 -13.35801 -4.78316 -0.021 0.137 -1.090
H 3.65853 -12.67595 -2.27760 0.057 -0.439 0.196
H 1.20861 -12.51818 -2.74430 -0.020 0.392 -0.019
H 1.59012 -14.77680 -6.29944 -0.468 -0.088 0.164
H 3.90392 -15.43238 -5.65064 0.102 0.120 -0.156
H 5.56821 -14.66869 -4.55355 0.280 -0.143 0.097
H -0.57702 -13.41774 -4.00003 0.463 0.106 0.271
C 12.03351 -10.83940 0.46424 -1.390 3.107 0.977
C 11.38575 -9.57088 0.68854 0.494 -2.060 -0.720
C 11.19693 -8.70724 -0.37680 -0.650 1.632 -0.373
C 11.68872 -8.92061 -1.64168 1.219 -2.822 -0.009
C 12.39768 -10.16009 -1.80560 -1.570 0.993 -1.037
C 12.49097 -11.10599 -0.81634 2.543 -0.886 1.340
O 13.40853 -12.13313 -0.95958 -0.859 1.833 -1.686
O 10.46653 -7.53805 -0.15000 -0.187 0.021 1.199
H 12.27266 -11.40620 1.35190 0.000 -0.613 -0.310
H 10.96928 -9.31777 1.65234 0.084 0.023 0.159
H 11.48879 -8.27055 -2.48064 0.049 0.138 0.123
H 12.73688 -10.52507 -2.76379 0.326 0.422 -0.281
H 13.05531 -12.89955 -0.50193 -0.476 -1.902 1.306
H 10.40115 -6.95771 -0.91193 0.214 -0.466 -0.417
C 5.49507 -13.12073 2.23060 1.070 -0.694 -2.671
C 6.52370 -14.01734 2.46068 0.824 0.224 -0.536
C 7.15144 -14.73834 1.42560 -2.197 -0.250 -1.721
C 6.63095 -14.66297 0.07673 1.636 -0.780 3.516
C 5.62748 -13.78403 -0.14120 -2.152 1.896 -0.657
C 5.05378 -12.96274 0.85505 2.529 -2.379 4.500
O 4.04057 -12.13449 0.76136 -2.304 2.170 -3.482
O 8.08756 -15.66237 1.66664 0.090 0.082 0.263
H 5.18855 -12.50139 3.06058 -0.456 0.152 -0.209
H 6.99355 -13.99709 3.43290 -0.014 -0.327 0.278
H 6.99118 -15.41199 -0.61291 0.073 0.374 -0.363
H 5.22070 -13.73815 -1.14061 -0.183 0.101 -0.163
H 3.53275 -11.90482 1.54300 0.343 -0.365 0.959
H 8.24384 -15.58858 2.61096 0.825 -0.324 0.213
C 9.83676 -4.72182 -3.46252 -0.786 1.879 -1.211
C 9.44008 -3.36804 -3.40215 1.181 0.556 0.439
C 8.51611 -2.90776 -2.48781 -0.793 -0.534 0.365
C 7.86479 -3.88698 -1.71331 -0.012 1.290 0.306
C 8.17275 -5.20370 -1.86338 -0.592 -1.113 0.280
C 9.06083 -5.62741 -2.80768 1.499 -1.077 -0.041
O 9.33089 -6.96871 -2.91696 -0.873 0.092 0.615
O 8.25023 -1.54164 -2.32810 0.342 -1.335 -0.389
H 10.62210 -5.02872 -4.13740 0.069 -0.024 -0.024
H 9.99696 -2.58981 -3.90280 0.165 -0.104 -0.401
H 7.14752 -3.60528 -0.95663 -0.140 0.139 0.183
H 7.76314 -6.01931 -1.28597 -0.522 0.276 0.359
H 9.69744 -7.14264 -3.78701 0.479 -0.088 -0.212
H 7.45386 -1.49971 -1.79365 -0.128 0.245 0.123
C 12.09666 -8.23813 6.23139 1.595 -0.733 -2.539
C 13.27094 -7.50948 6.36430 0.784 0.135 1.289
C 14.54986 -7.88477 5.87096 -1.466 0.525 0.211
C 14.58241 -8.99261 5.04069 1.510 1.337 0.480
C 13.43218 -9.66834 4.78318 1.223 -0.774 -0.759
C 12.23108 -9.30452 5.28373 0.797 0.796 2.441
O 11.18764 -9.99255 4.84198 -1.450 0.469 -0.321
O 15.69041 -7.14910 6.15446 -0.138 -0.520 -0.388
H 11.14973 -7.86531 6.59296 -0.045 -0.242 0.080
H 13.19965 -6.67010 7.04015 0.273 0.421 0.071
H 15.47821 -9.26952 4.50471 0.246 -0.072 0.251
H 13.57688 -10.49412 4.10233 -0.735 -0.216 -0.111
H 10.72908 -9.19866 4.55726 -2.339 -0.467 -0.515
H 15.47358 -6.33717 6.61853 -0.277 -0.063 0.044
C 1.38034 -6.72795 0.62026 -0.167 -1.209 1.019
C 0.24470 -7.33673 1.21178 1.015 1.475 0.013
C -0.10828 -7.02261 2.52949 1.112 -0.174 -1.084
C 0.70053 -6.20781 3.32116 0.687 -0.342 -1.799
C 1.90480 -5.71937 2.72639 -0.516 -0.403 0.822
C 2.32041 -6.06739 1.43383 -0.372 0.401 -0.596
O 3.58762 -5.70364 0.98784 -1.854 0.013 1.488
O -1.24619 -7.53486 3.03876 -0.983 -0.386 1.373
H 1.57079 -6.90015 -0.42878 0.293 -0.109 -0.104
H -0.38652 -8.00349 0.64311 -0.129 0.119 -0.188
H 0.38010 -6.07041 4.34334 0.290 0.511 0.064
H 2.51160 -5.03991 3.30649 0.232 -0.030 0.001
H 3.75718 -5.92262 0.06866 -0.014 -0.280 -1.038
H -1.57689 -8.28504 2.53929 0.090 0.114 -0.344
C 9.16850 -8.68375 -6.09288 -0.866 0.630 -0.336
C 8.59946 -9.83100 -6.58684 -0.948 -0.735 -0.119
C 9.20924 -11.07606 -6.52672 0.621 -0.491 -1.023
C 10.45713 -11.18698 -5.90286 0.598 2.723 0.415
C 11.09757 -9.95752 -5.45118 -2.046 -1.786 -1.138
C 10.40929 -8.71912 -5.55938 2.577 -3.047 0.789
O 10.98656 -7.63877 -4.99735 -0.148 2.065 -0.018
O 8.70088 -12.15031 -7.30438 0.040 1.713 1.289
H 8.62540 -7.75551 -6.19204 -0.086 0.167 0.189
H 7.59712 -9.74075 -6.97872 0.003 -0.136 -0.341
H 10.94895 -12.14045 -5.77873 0.099 0.117 -0.121
H 12.11070 -10.04533 -5.08751 0.003 0.238 0.330
H 11.93384 -7.70456 -4.85615 0.031 -0.439 -0.027
H 9.46919 -12.71736 -7.40312 -0.061 -0.860 0.050
C -2.16755 -7.01002 -1.48050 -0.329 -0.725 -0.830
C -1.17396 -7.91171 -1.91092 -1.686 -0.479 1.007
C -1.58594 -9.15438 -2.44143 -1.963 2.605 -1.368
C -2.95780 -9.29177 -2.90666 1.435 0.823 1.362
C -3.88804 -8.30711 -2.60512 0.030 0.144 1.880
C -3.52215 -7.23982 -1.74341 1.083 0.839 -0.118
O -4.46330 -6.35547 -1.23796 -0.896 -0.817 -0.835
O -0.74849 -10.09293 -2.81433 0.848 -2.076 -0.363
H -1.84154 -6.10554 -0.98853 -0.124 0.117 0.214
H -0.18796 -7.63609 -1.56707 0.411 -0.561 -0.544
H -3.26428 -10.20073 -3.40290 0.158 0.010 -0.163
H -4.94187 -8.47838 -2.76795 -0.078 0.110 -0.364
H -4.15269 -5.71243 -0.59638 0.652 -0.284 -0.132
H 0.15357 -9.78204 -2.92040 0.780 0.277 0.202
C 11.01340 -14.21868 -4.12838 0.591 -0.498 -0.708
C 10.83899 -14.17215 -2.79032 0.358 1.896 1.154
C 9.59534 -13.97965 -2.20088 -0.433 0.247 1.641
C 8.47963 -14.03976 -3.02527 0.762 0.314 -1.914
C 8.68957 -14.10209 -4.47085 -0.677 -0.836 1.791
C 9.94997 -14.25215 -5.01333 0.049 -0.312 -0.043
O 10.19569 -14.43757 -6.39020 -0.792 0.472 0.307
O 9.52201 -13.66213 -0.84065 -1.773 -0.191 -2.711
H 12.05101 -14.21494 -4.42797 0.125 -0.089 -0.583
H 11.69445 -13.85318 -2.21340 0.326 -0.800 0.504
H 7.46214 -13.97157 -2.66965 0.016 0.117 0.129
H 7.78066 -14.20292 -5.04540 0.109 0.176 -0.441
H 11.09880 -14.73913 -6.51293 0.101 -0.080 0.249
H 10.41172 -13.61073 -0.48375 1.796 -0.759 1.113
C 5.15766 -10.47346 -5.53132 -1.327 0.805 1.207
O 5.73571 -10.36135 -4.48088 0.864 0.592 1.221
N 5.46559 -11.35355 -6.45632 2.148 -3.071 -3.497
N 4.00335 -9.83032 -5.88406 0.919 0.299 -0.306
H 6.35992 -11.80710 -6.57708 0.401 0.184 1.187
H 5.10230 -11.37359 -7.39851 -0.699 0.515 0.319
H 3.72599 -10.32666 -6.71881 -1.806 0.963 0.490
H 3.46049 -9.43247 -5.13099 -0.525 -0.341 -0.385
C 9.19490 -5.02498 2.58411 -0.500 0.999 -0.059
O 8.06491 -4.88578 3.00947 -2.374 0.463 0.763
N 9.82187 -4.12911 1.88470 1.563 3.293 -2.536
N 9.94806 -6.03381 2.79528 1.276 -4.015 1.541
H 9.43688 -3.21711 1.68435 0.176 -0.434 -0.152
H 10.70612 -4.44840 1.51558 -0.184 0.957 -0.249
H 9.55855 -6.67568 3.47083 0.534 -1.017 0.178
H 10.87583 -6.16110 2.41692 -0.403 -0.110 0.201
C 4.74739 -2.89673 2.67166 0.204 1.156 -1.431
O 3.66079 -2.48515 2.37462 -2.999 0.885 0.395
N 5.74010 -2.08054 3.01551 0.682 2.987 1.141
N 5.20127 -4.07165 2.46025 1.908 -4.745 -0.008
H 5.34507 -1.15890 3.13646 1.049 0.221 0.155
H 6.70500 -2.34844 3.14702 -0.393 0.260 0.237
H 6.20757 -4.11908 2.53251 -0.068 -1.089 0.104
H 4.65732 -4.88080 2.19664 0.070 0.467 -0.313
C 3.36963 -7.44979 5.98596 3.045 0.593 -2.421
O 4.27764 -7.81045 5.21458 -0.275 -0.497 0.051
N 2.75677 -8.17031 6.83866 -2.765 -2.171 2.907
N 3.00336 -6.18142 6.00956 0.012 2.191 -0.949
H 1.94798 -7.68851 7.20449 0.017 -0.872 0.505
H 2.85472 -9.17228 6.91967 0.003 -0.163 -0.141
H 3.53834 -5.68836 5.30900 -0.516 0.851 0.383
H 2.30985 -5.79802 6.63577 0.443 0.224 -0.413
C 2.84660 -9.90924 -1.88286 1.502 0.516 -0.212
O 2.17455 -9.34253 -2.72726 -1.085 1.096 -1.907
N 4.16231 -10.02389 -1.85536 3.190 0.739 -1.797
N 2.36971 -10.44016 -0.82336 -3.383 -1.704 3.731
H 4.70785 -10.43755 -1.11282 -0.526 -0.057 0.115
H 4.71833 -9.62470 -2.59805 -0.123 -0.284 -0.279
H 1.40315 -10.26923 -0.58536 0.198 -0.294 -0.035
H 2.97773 -10.95469 -0.20233 -0.190 -0.171 0.178
C 9.36936 -12.30576 3.54209 0.132 0.026 -3.255
O 8.45135 -11.62052 4.02579 -0.126 -0.196 0.385
N 10.57883 -12.48675 3.99615 1.556 1.047 3.695
N 9.36669 -12.82152 2.28427 -2.028 0.305 -0.830
H 11.31316 -13.01398 3.54572 -0.033 -0.746 -0.453
H 10.82137 -11.72946 4.61888 0.424 -0.648 0.250
H 10.22514 -13.22095 1.93267 0.072 -0.769 -0.297
H 8.52869 -12.76502 1.72333 0.321 -0.281 0.101
C 2.67007 -11.94379 7.25246 -1.805 -2.006 1.594
O 2.91398 -12.39686 8.31153 0.557 -1.735 4.220
N 1.62877 -12.25952 6.54014 -3.505 -1.507 -2.468
N 3.36939 -11.00899 6.73557 3.651 3.970 -2.386
H 1.00013 -12.97756 6.87082 0.391 0.007 -0.139
H 1.69106 -12.09932 5.54488 -0.551 -0.113 0.269
H 4.19339 -10.90871 7.31096 0.637 0.217 -0.700
H 3.45518 -11.15605 5.74002 0.875 0.792 -0.188
C 4.47565 -6.29042 -2.69992 -1.049 -1.397 -2.037
O 4.44408 -6.19502 -1.53852 -1.267 0.042 7.685
N 5.31467 -5.67325 -3.37706 6.232 5.552 -2.585
N 3.77478 -7.00825 -3.49240 -4.109 -3.648 -2.003
H 5.45355 -5.73000 -4.37585 0.361 0.266 0.169
H 5.75185 -4.96332 -2.80699 0.713 0.062 -0.798
H 4.03160 -6.95307 -4.46764 -0.735 -0.551 0.250
H 3.01539 -7.56551 -3.12788 -0.014 -0.476 -0.496
C 6.49357 -5.08559 -6.97592 -0.662 -0.451 -0.091
O 6.49280 -5.72002 -5.95049 -0.358 -0.982 1.731
N 7.55081 -4.61128 -7.53371 4.750 1.503 -2.073
N 5.41098 -4.79618 -7.68028 -3.061 -0.291 0.209
H 7.49329 -4.25625 -8.47750 0.178 0.006 0.316
H 8.47284 -4.89668 -7.23623 -0.284 0.034 0.166
H 5.36563 -4.39081 -8.60425 -0.075 -0.165 0.507
H 4.61078 -5.13443 -7.16513 -0.519 0.310 -0.891
C 1.91701 -10.63070 3.47665 -0.001 3.803 -1.461
O 2.67532 -11.31627 2.88106 2.328 -4.617 -1.102
N 0.70066 -10.86447 3.86788 -3.504 -3.905 1.062
N 2.15849 -9.36628 3.53702 0.736 5.524 1.311
H 0.45993 -11.82387 3.66365 -0.786 0.153 0.226
H -0.00220 -10.22364 4.20764 0.521 -0.103 -0.110
H 1.46863 -8.75389 3.94833 0.253 0.081 -0.070
H 2.99101 -8.86660 3.25895 0.170 -0.676 0.021
C 7.91513 -8.13909 4.72225 -2.738 2.833 -1.074
O 9.09022 -8.09093 4.59774 5.871 1.221 -0.775
N 7.07827 -7.11003 4.50279 -1.068 0.390 0.324
N 7.35980 -9.25185 4.98624 -1.657 -3.664 1.582
H 7.33292 -6.32443 3.92133 0.125 0.292 0.156
H 6.11832 -7.39640 4.63157 -0.270 0.825 -0.239
H 8.09703 -9.92949 5.11814 -0.810 -1.334 0.080
H 6.37624 -9.34000 5.19818 0.359 -0.341 -0.028
```
Forces are in eV/Å.

Values from the calculation:
orbital gap: 2.65 eV
LUMO: 0.033 hartree
charge: -1

Number 1: energy -4417.0723 Eh. Number 2: energy -6531.0161 Eh.